Entry 1:
Below is C5H3CaO6 as an isolated structure at a distorted geometry, with properties calculated with ωB97M-V with the def2-TZVPD basis set.

Structure (XYZ):
```
15
Properties=species:S:1:pos:R:3:mulliken_charge:R:1
O -0.11 2.40 -2.70 -0.128
C -0.03 1.60 -1.89 0.219
Ca 0.05 -0.42 0.37 1.699
O -0.07 2.97 1.90 -0.050
C -0.03 1.94 1.39 0.008
C 0.02 -1.67 -1.68 -0.272
O -0.26 -2.43 -0.76 -0.520
C 2.51 -0.14 -0.19 0.016
O 3.63 -0.13 -0.42 -0.074
C -2.36 0.01 -0.27 0.057
O -3.45 -0.02 -0.65 -0.075
H 0.07 -1.97 -2.77 0.161
O -0.24 -1.97 2.14 -0.626
H -0.33 -1.92 3.11 0.291
H -0.43 -2.91 1.92 0.294
```

Results
Energy relative to the best compared isomer or geometry (same formula, charge and spin) (kcal per mole): 0.0
Calculated total energy (Eh): -1321.1382
Maximum force (eV Å⁻¹): 4.38
Net charge: +1
HOMO level (eV): -10.68

---

Entry 2:
Below is C5H3Cl2F as an isolated structure at a distorted geometry, with properties calculated with ωB97M-V with the def2-TZVPD basis set.

Structure (XYZ):
```
11
Properties=species:S:1:pos:R:3:mulliken_charge:R:1
C 1.70 -1.39 0.19 0.001
C 0.42 -1.04 0.25 -0.763
C -0.31 0.15 -0.03 1.409
C 0.37 1.35 -0.43 -0.564
C 1.39 2.20 -0.47 -0.247
H 1.99 -2.48 -0.02 0.260
H -0.16 -2.06 -0.12 0.155
H 2.44 2.63 -0.61 0.340
F 2.60 -0.41 0.17 -0.208
Cl -1.51 -0.38 -1.27 -0.205
Cl -1.38 0.27 1.39 -0.178
```

Results
Energy relative to the best compared isomer or geometry (same formula, charge and spin) (kcal per mole): 96.0
Calculated total energy (Eh): -1212.3856
Maximum force (eV Å⁻¹): 10.04
HOMO level (eV): -10.04

---

Entry 3:
Below is one molecule with the formula C5H3ClO2 at a distorted geometry, with properties calculated with ωB97M-V with the def2-TZVPD basis set.

Structure (XYZ):
```
11
Properties=species:S:1:pos:R:3:mulliken_charge:R:1
C 3.35 2.07 -0.30 -0.075
C 2.28 1.63 -0.01 -0.487
C 1.27 0.61 0.14 0.847
O 1.00 0.18 1.24 -0.542
O 0.48 0.41 -0.89 -0.281
C -0.64 -0.34 -0.80 -0.298
C -1.22 -0.57 0.35 0.072
Cl -2.59 -1.57 0.13 -0.212
H 4.09 2.59 -0.88 0.371
H -1.35 -0.67 -1.78 0.228
H -0.85 -0.37 1.37 0.377
```

Results
Energy relative to the best compared isomer or geometry (same formula, charge and spin) (kcal per mole): 77.8
Calculated total energy (Eh): -802.8525
SMILES: C#CC(=O)O/C=C/Cl
Maximum force (eV Å⁻¹): 4.05
HOMO level (eV): -9.43

---

Entry 4:
Below is an isolated ion of composition C5H3F2N2O4S and charge -1 at a distorted geometry, with properties calculated with ωB97M-V with the def2-TZVPD basis set.

Structure (XYZ):
```
17
Properties=species:S:1:pos:R:3:mulliken_charge:R:1
O -1.03 0.06 1.53 -0.491
C -0.23 0.37 0.72 0.589
O -0.32 1.36 -0.03 -0.545
S -2.11 1.69 -0.70 1.186
O -2.69 2.50 0.33 -0.592
O -1.76 2.21 -1.99 -0.567
C -2.80 -0.08 -0.89 -0.206
F -1.88 -0.42 -1.78 -0.149
F -3.93 0.33 -1.63 -0.214
N 0.99 -0.41 0.53 0.224
C 2.30 0.01 0.45 -0.239
C 3.06 -1.13 0.49 -0.343
N 2.30 -2.23 0.63 -0.683
C 1.08 -1.76 0.67 0.024
H 2.75 1.01 0.41 0.358
H 4.15 -1.07 0.50 0.333
H 0.12 -2.44 0.78 0.315
```

Results
Energy relative to the best compared isomer or geometry (same formula, charge and spin) (kcal per mole): 4.3
Calculated total energy (Eh): -1200.7083
SMILES: O=C(O[S@@](=O)([O-])=C(F)F)n1ccnc1
Maximum force (eV Å⁻¹): 3.87
Net charge: -1
HOMO level (eV): -4.64

---

Entry 5:
Below is an isolated ion of composition C5H3F3N5 and charge +1 at a distorted geometry, with properties calculated with ωB97M-V with the def2-TZVPD basis set.

Structure (XYZ):
```
16
Properties=species:S:1:pos:R:3:mulliken_charge:R:1
C 0.79 1.37 -0.02 -0.114
C -2.11 -0.33 -0.15 0.014
C -1.63 1.00 -0.30 -0.189
C -0.50 -2.18 -0.15 0.066
C 2.14 1.51 -0.58 0.913
N 0.81 -0.78 2.66 -0.380
N 0.33 -1.37 1.84 0.687
N -1.39 -1.35 -0.43 -0.183
N 0.22 -2.19 0.95 -0.223
N -0.36 1.22 -0.37 0.005
F 2.26 0.38 -1.28 -0.209
F 2.25 2.49 -1.52 -0.212
F 3.03 1.74 0.36 -0.176
H -3.23 -0.28 0.08 0.318
H -2.40 1.89 -0.26 0.330
H -0.22 -3.09 -0.84 0.354
```

Results
Energy relative to the best compared isomer or geometry (same formula, charge and spin) (kcal per mole): 30.8
Calculated total energy (Eh): -765.2474
Maximum force (eV Å⁻¹): 5.16
Net charge: +1
HOMO level (spin up / spin down) (eV): -13.65 / -13.66

---

Entry 6:
Below is a 2-piece molecular cluster, C5H3N overall at a distorted geometry, with properties calculated with ωB97M-V with the def2-TZVPD basis set.

Structure (XYZ):
```
9
Properties=species:S:1:pos:R:3:mulliken_charge:R:1
C 1.14 0.07 -1.57 0.464
C 1.18 -0.31 -2.78 -0.484
C -1.13 -0.34 1.43 0.760
C 1.33 0.63 -0.36 -0.711
C -2.33 -0.64 1.07 -0.651
N 0.00 -0.03 1.79 -0.450
H 1.07 1.60 -0.19 0.369
H 1.71 -0.03 0.35 0.357
H -2.97 -0.95 0.28 0.346
```

Results
Energy relative to the best compared isomer or geometry (same formula, charge and spin) (kcal per mole): 163.8
Calculated total energy (Eh): -246.7210
Maximum force (eV Å⁻¹): 4.61
HOMO level (spin up / spin down) (eV): -9.93 / -9.95

---

Please write out number 1 again, unchanged.
Below is C5H3CaO6 as an isolated structure at a distorted geometry, with properties calculated with ωB97M-V with the def2-TZVPD basis set.

Structure (XYZ):
```
15
Properties=species:S:1:pos:R:3:mulliken_charge:R:1
O -0.11 2.40 -2.70 -0.128
C -0.03 1.60 -1.89 0.219
Ca 0.05 -0.42 0.37 1.699
O -0.07 2.97 1.90 -0.050
C -0.03 1.94 1.39 0.008
C 0.02 -1.67 -1.68 -0.272
O -0.26 -2.43 -0.76 -0.520
C 2.51 -0.14 -0.19 0.016
O 3.63 -0.13 -0.42 -0.074
C -2.36 0.01 -0.27 0.057
O -3.45 -0.02 -0.65 -0.075
H 0.07 -1.97 -2.77 0.161
O -0.24 -1.97 2.14 -0.626
H -0.33 -1.92 3.11 0.291
H -0.43 -2.91 1.92 0.294
```

Results
Energy relative to the best compared isomer or geometry (same formula, charge and spin) (kcal per mole): 0.0
Calculated total energy (Eh): -1321.1382
Maximum force (eV Å⁻¹): 4.38
Net charge: +1
HOMO level (eV): -10.68